Entry 1:
{"formula": "C24H49ClF4IN7O6P2", "method": "ωB97M-V with the def2-TZVPD basis set", "e_tot_ev": -98466.3442, "spin_multiplicity": 1, "homo_lumo_gap_ha": 0.296, "symbols": ["C", "C", "C", "I", "C", "O", "C", "O", "C", "C", "C", "C", "F", "F", "F", "C", "O", "N", "C", "O", "F", "C", "Cl", "H", "H", "H", "H", "H", "H", "H", "H", "H", "H", "H", "H", "H", "C", "N", "C", "P", "O", "N", "C", "C", "N", "C", "C", "H", "H", "H", "H", "H", "H", "H", "H", "H", "H", "H", "H", "H", "H", "H", "H", "H", "H", "C", "N", "C", "P", "O", "N", "C", "C", "N", "C", "C", "H", "H", "H", "H", "H", "H", "H", "H", "H", "H", "H", "H", "H", "H", "H", "H", "H", "H"], "coordinates": [[-0.928, -0.673, 4.377], [-1.407, -0.583, 2.915], [-0.519, 0.325, 2.039], [-1.799, 1.357, 0.612], [0.559, -0.422, 1.218], [0.431, -1.837, 1.093], [1.184, -2.385, 2.090], [0.917, -3.451, 2.563], [2.413, -1.464, 2.432], [3.656, -2.304, 2.061], [3.523, -3.143, 0.786], [4.894, -3.728, 0.484], [5.310, -4.477, 1.524], [5.827, -2.769, 0.364], [4.915, -4.457, -0.623], [2.474, -1.031, 3.889], [2.003, 0.002, 4.279], [3.176, -1.891, 4.864], [4.317, -1.192, 5.264], [5.004, -0.612, 4.462], [4.582, -1.208, 6.558], [2.063, -0.235, 1.585], [2.899, -0.039, -0.002], [-1.684, -1.065, 5.050], [-0.079, -1.360, 4.398], [-0.519, 0.276, 4.722], [-2.412, -0.169, 2.928], [-1.450, -1.603, 2.539], [-0.043, 1.089, 2.646], [0.506, -0.079, 0.192], [3.861, -2.998, 2.872], [4.506, -1.624, 2.039], [3.236, -2.583, -0.099], [2.887, -4.011, 0.951], [2.541, -2.047, 5.643], [2.175, 0.747, 2.025], [-8.352, -3.018, 0.453], [-7.397, -2.050, 0.932], [-7.926, -0.699, 0.872], [-5.690, -2.122, 1.083], [-5.577, -1.718, 2.537], [-5.013, -3.736, 1.270], [-5.851, -4.914, 1.440], [-3.938, -3.799, 2.265], [-5.383, -2.149, -0.645], [-5.564, -3.294, -1.500], [-4.104, -1.493, -0.957], [-8.580, -2.889, -0.618], [-9.294, -2.909, 1.000], [-8.043, -4.045, 0.620], [-7.835, -0.275, -0.140], [-7.393, -0.044, 1.566], [-8.977, -0.678, 1.164], [-6.579, -4.801, 2.256], [-5.231, -5.787, 1.653], [-6.377, -5.174, 0.520], [-4.328, -3.876, 3.287], [-3.304, -2.914, 2.217], [-3.304, -4.668, 2.075], [-4.775, -4.046, -1.366], [-5.534, -2.950, -2.537], [-6.532, -3.774, -1.376], [-3.248, -2.125, -0.676], [-4.022, -0.549, -0.411], [-4.028, -1.256, -2.021], [1.864, 4.431, -5.367], [1.914, 4.275, -3.934], [0.649, 4.623, -3.311], [3.238, 4.239, -2.844], [2.911, 2.941, -2.141], [4.768, 3.713, -3.535], [4.871, 3.199, -4.892], [5.520, 2.815, -2.652], [3.666, 5.928, -3.069], [4.354, 6.459, -4.217], [4.249, 6.495, -1.842], [1.720, 5.480, -5.671], [1.023, 3.858, -5.771], [2.742, 4.042, -5.872], [0.550, 5.712, -3.182], [0.558, 4.151, -2.330], [-0.191, 4.267, -3.910], [4.161, 2.385, -5.091], [5.880, 2.825, -5.075], [4.736, 3.985, -5.636], [5.167, 1.779, -2.723], [5.439, 3.122, -1.610], [6.580, 2.831, -2.918], [5.423, 6.206, -4.220], [4.262, 7.548, -4.194], [3.916, 6.146, -5.162], [5.277, 6.140, -1.681], [3.652, 6.212, -0.970], [4.259, 7.586, -1.881]], "lowdin_charge": [-0.0739, -0.2909, -0.5997, 0.9085, -0.4004, 0.0633, -0.4149, 0.1709, -0.2283, -0.1104, -0.0687, -0.6422, 0.1325, 0.1337, 0.1605, -0.3182, 0.1553, 0.1819, -0.5280, 0.1548, 0.1608, -0.4754, 0.7437, 0.0821, 0.0498, 0.0735, 0.0691, 0.0911, 0.0795, 0.0551, 0.1257, 0.1257, 0.0939, 0.1372, 0.1531, 0.1114, -0.1398, -0.3319, -0.1381, 0.7579, -0.2744, -0.3129, -0.1473, -0.1455, -0.3296, -0.1350, -0.1593, 0.0815, 0.0839, 0.0471, 0.0789, 0.0709, 0.0799, 0.0894, 0.0813, 0.0572, 0.0825, 0.0493, 0.0839, 0.0877, 0.0899, 0.0619, 0.0820, 0.0059, 0.0809, -0.1394, -0.3304, -0.1363, 0.7546, -0.2869, -0.3162, -0.1476, -0.1527, -0.3324, -0.1359, -0.1448, 0.0816, 0.0841, 0.0469, 0.0791, 0.0684, 0.0802, 0.0895, 0.0813, 0.0569, 0.0779, 0.0698, 0.0801, 0.0873, 0.0899, 0.0619, 0.0803, 0.0748, 0.0776]}

***

Entry 2:
{"formula": "C8H12NO5P", "method": "ωB97M-V with the def2-TZVPD basis set", "e_tot_ev": -29508.7635, "spin_multiplicity": 1, "homo_lumo_gap_ha": 0.293, "charge": -2, "symbols": ["C", "C", "C", "C", "C", "C", "C", "C", "N", "O", "O", "O", "O", "O", "P", "H", "H", "H", "H", "H", "H", "H", "H", "H", "H", "H", "H"], "coordinates": [[-2.340, -0.605, -1.394], [-2.379, -1.380, -0.138], [1.990, 0.768, -2.746], [1.704, 1.868, 1.042], [1.950, 2.166, -0.408], [0.947, 0.555, 0.828], [1.622, 0.908, -1.249], [-1.465, -2.014, 0.559], [1.148, 0.057, -0.487], [1.133, 1.159, -3.552], [-3.242, -3.101, 2.356], [-1.224, -1.643, 3.099], [3.165, 0.423, -2.973], [-0.941, -4.175, 2.144], [-1.800, -2.916, 2.071], [-1.338, -0.411, -1.682], [-2.998, -0.949, -2.197], [-3.296, -1.125, 0.426], [2.707, 1.531, 1.515], [1.302, 2.779, 1.588], [1.086, 2.922, -0.517], [2.713, 2.741, -0.888], [1.057, -0.215, 1.571], [-0.206, 0.717, 0.832], [-2.640, 0.466, -1.186], [-0.546, -2.106, 0.060], [-0.288, -1.941, 3.206]], "lowdin_charge": [-0.1227, -0.2529, -0.7224, -0.2028, -0.1660, -0.2563, -0.2150, -0.1879, 0.0743, -0.0640, -0.3923, -0.2703, -0.0719, -0.4288, 0.2487, 0.0380, 0.0628, 0.0942, 0.1153, 0.1114, 0.1228, 0.0905, 0.0875, 0.1381, 0.0825, 0.0558, 0.0316]}

***

Entry 3:
{"formula": "C3H6O4", "method": "ωB97M-V with the def2-TZVPD basis set", "e_tot_ev": -11394.7234, "spin_multiplicity": 1, "homo_lumo_gap_ha": [0.255, 0.255], "symbols": ["C", "C", "C", "O", "O", "O", "O", "H", "H", "H", "H", "H", "H"], "coordinates": [[-2.675, -0.150, -0.337], [0.804, -0.237, -0.337], [2.025, 0.715, 0.314], [-0.393, 0.070, 0.027], [-3.101, -0.408, 0.840], [1.120, -1.192, -1.042], [3.225, 0.003, 0.438], [-2.200, -0.892, -1.028], [1.701, 1.071, 1.358], [2.201, 1.602, -0.290], [-3.298, -1.329, 1.152], [-2.766, 0.909, -0.586], [3.358, -0.162, -0.509]], "lowdin_charge": [0.0893, -0.5895, -0.1857, -0.0987, 0.1115, 0.0016, -0.0786, 0.1347, 0.1265, 0.0960, 0.1818, 0.1259, 0.0851]}

***

Entry 4:
{"formula": "C6H11ClNP", "method": "ωB97M-V with the def2-TZVPD basis set", "e_tot_ev": -29697.2194, "spin_multiplicity": 3, "homo_lumo_gap_ha": [0.284, 0.289], "symbols": ["C", "C", "C", "C", "C", "C", "N", "P", "Cl", "H", "H", "H", "H", "H", "H", "H", "H", "H", "H", "H"], "coordinates": [[0.360, 3.357, -0.851], [-0.292, 2.430, -0.239], [-0.804, 0.004, 0.299], [0.072, 1.030, 0.014], [1.541, 0.851, -0.189], [-0.439, -1.309, 0.238], [-1.361, -4.034, 0.207], [-1.465, -2.578, 0.775], [-4.165, -4.613, -0.192], [0.023, 4.403, -0.920], [1.341, 3.152, -1.260], [-1.307, 2.620, 0.113], [-1.819, 0.357, 0.370], [1.678, 0.749, -1.323], [2.051, 1.718, 0.098], [1.946, -0.086, 0.292], [0.591, -1.444, 0.103], [-2.975, -4.513, 0.062], [-0.349, -4.507, 0.237], [-2.890, -2.317, 0.478]], "lowdin_spin": [0.1591, 0.0258, 0.0500, 0.3249, 0.0403, 0.3693, 0.4465, 0.4736, 0.0023, 0.0095, 0.0114, -0.0019, -0.0048, 0.0199, 0.0047, 0.0023, 0.0165, -0.0012, 0.0026, 0.0492]}